# 1
Below is 2 unconnected molecules or ions with the total composition C5H7NO at a distorted geometry, with properties calculated with ωB97M-V with the def2-TZVPD basis set.

Last column: Mulliken charge in e.
Cartesian coordinates (Å):
C: 2.4042 0.4525 0.7437  -0.28
C: 1.2977 0.3124 0.2222  -0.40
C: -0.9275 0.0528 0.8674  0.11
C: -0.3888 0.7635 -1.6083  -1.12
C: -0.0010 0.3525 -0.1957  0.42
N: -2.1371 0.4249 0.7679  -0.58
O: 0.3950 -2.3061 -0.1684  -0.42
H: 3.4270 0.4467 0.9576  0.49
H: -0.5104 -0.6034 1.6595  0.26
H: -0.9869 1.6171 -1.3513  0.34
H: -0.9548 -0.0947 -1.9377  0.27
H: 0.5245 0.9949 -2.2296  0.34
H: -2.7764 0.0608 1.4810  0.25
H: 0.6346 -2.4739 0.7917  0.32

Atomic forces in eV per Å
-1.9 -0.4 -1.3
2.7 0.7 1.0
-0.7 -0.8 0.1
1.6 -0.4 1.6
0.7 -0.7 -0.5
-0.7 -0.1 -0.2
0.1 0.0 1.1
0.7 0.0 0.4
-0.3 0.6 -0.1
-0.7 0.6 -0.9
-0.4 0.2 -0.7
-1.2 -0.3 0.7
0.6 0.2 0.1
-0.3 0.4 -1.3

- LUMO energy (spin up / spin down) (eV) = -1.672 / -1.136
- electronic energy (hartree) = -324.4917
- frontier orbital gap (spin up / spin down) (eV) = 6.399 / 8.937
- ΔE to the lowest compared entry with this formula, charge and spin (eV) = 6.335

***

# 2
Below is 2 unconnected molecules or ions with the total composition C4H10OS at a distorted geometry, with properties calculated with ωB97M-V with the def2-TZVPD basis set.

Last column: Mulliken charge in e.
Cartesian coordinates (Å):
C: -1.9098 -0.0851 0.2478  -0.54
O: -2.9678 -0.5831 -0.6287  -0.50
C: -0.6214 -0.2795 -0.3857  -0.51
C: 0.5997 0.1304 0.5045  -0.14
C: 1.8652 0.3265 -0.4126  -1.00
S: 3.2709 1.2121 0.1679  -0.14
H: -2.0049 -0.6599 1.1706  0.26
H: -1.8891 1.0174 0.5296  0.29
H: -3.7274 -0.0682 -0.4593  0.29
H: -0.4743 -1.2659 -0.7705  0.34
H: -0.6287 0.4144 -1.3364  0.20
H: 0.4601 1.0491 1.1032  0.34
H: 0.8920 -0.6297 1.3521  0.27
H: 1.5473 0.7543 -1.4243  0.37
H: 2.1475 -0.7045 -0.7912  0.36
H: 3.4408 -0.6283 1.1330  0.10

Atomic forces in eV per Å
-1.5 0.3 1.0
2.1 0.3 0.3
2.4 1.8 -1.8
1.3 -0.5 0.7
-2.2 -1.6 -2.6
0.6 -3.8 2.3
0.2 0.1 0.2
-1.0 -1.1 -0.5
-1.4 0.8 0.2
0.0 -0.8 -0.1
0.2 -1.2 1.6
-0.3 -0.1 -0.6
-0.7 0.9 -1.7
0.2 0.1 1.4
0.0 1.1 0.6
0.3 3.5 -1.2

- LUMO energy (eV) = -1.388
- electronic energy (hartree) = -631.6855
- frontier orbital gap (eV) = 7.818
- ΔE to the lowest compared entry with this formula, charge and spin (eV) = 3.788

***

# 3
Below is 8 unconnected molecules or ions with the total composition C22H64Cl3O28P7 at a distorted geometry, with properties calculated with ωB97M-V with the def2-TZVPD basis set.

Last column: Mulliken charge in e.
Cartesian coordinates (Å):
C: -2.2178 -0.7196 -2.7946  0.18
O: -2.6364 -0.0655 -3.9790  -0.35
P: -1.8967 -0.1944 -5.4018  1.06
O: -1.4756 -1.5231 -5.8121  -0.63
O: -2.9808 0.5442 -6.3391  -0.35
C: -4.0019 -0.2428 -6.9296  -0.66
O: -0.7153 0.8935 -5.4138  -0.42
C: 0.1632 1.0916 -4.2893  -0.03
H: -2.3368 0.0112 -1.9899  0.19
H: -1.2218 -1.1662 -2.8265  -0.32
H: -2.8976 -1.5414 -2.5428  0.29
H: -3.6669 -0.6335 -7.9047  0.27
H: -4.8670 0.3536 -7.2038  0.26
H: -4.1113 -1.1775 -6.3742  0.30
H: 1.1301 0.9328 -4.7674  0.22
H: -0.0084 0.2987 -3.5650  -0.32
H: 0.0221 2.0565 -3.8114  0.38
C: 5.1234 4.9167 1.3497  -0.56
O: 3.7577 5.2117 1.6488  -0.37
P: 2.7661 4.3150 2.5253  1.51
O: 3.0652 2.8817 2.5777  -0.78
O: 1.3182 4.7263 1.9677  -0.32
C: 1.1572 4.5432 0.5390  -0.43
O: 2.7841 5.0277 3.9587  -0.47
C: 2.3294 6.3713 4.1339  -0.70
H: 5.3700 5.4883 0.4587  0.29
H: 5.2173 3.8403 1.1993  0.20
H: 5.8610 5.1704 2.1128  0.29
H: 0.1850 4.1237 0.3113  0.25
H: 2.0248 4.0351 0.1248  0.00
H: 1.1836 5.5250 0.0585  0.32
H: 1.9629 6.8243 3.2115  0.30
H: 3.1515 6.9607 4.5331  0.25
H: 1.4694 6.3113 4.8020  0.28
C: 8.2655 -0.0805 0.5706  -0.70
O: 8.0296 0.4251 -0.7503  -0.31
P: 7.1627 1.7803 -0.8963  0.40
O: 7.0930 2.6237 0.3206  -0.65
O: 5.7654 1.2716 -1.4460  0.39
C: 4.6072 2.1089 -1.4927  -0.50
O: 7.8706 2.4155 -2.1909  -0.35
C: 8.3999 1.6052 -3.2253  -0.63
H: 7.8603 -1.0925 0.5821  0.27
H: 7.7769 0.4902 1.3594  0.34
H: 9.3323 -0.0852 0.7869  0.24
H: 3.8247 1.6479 -0.8947  -0.02
H: 4.2763 2.1649 -2.5303  0.36
H: 4.8564 3.1044 -1.1261  0.39
H: 7.8966 0.6338 -3.2533  0.25
H: 9.4615 1.3714 -3.1723  0.28
H: 8.1611 2.0482 -4.1912  0.30
C: -1.2725 -3.4776 0.6514  -0.52
O: -1.6283 -4.8413 0.9169  -0.39
P: -3.1800 -5.2267 1.0982  1.10
O: -4.1417 -4.4380 0.3041  -0.70
O: -3.2366 -6.7866 0.8512  -0.36
C: -2.4227 -7.6650 1.6437  -0.61
O: -3.4423 -5.0955 2.6902  -0.43
C: -3.0126 -3.9191 3.3715  -0.18
H: -0.5454 -3.3877 -0.1553  0.33
H: -0.7737 -3.2024 1.5851  0.35
H: -2.0998 -2.7923 0.4789  0.09
H: -2.3835 -7.2717 2.6604  0.30
H: -1.4402 -7.7515 1.1849  0.22
H: -2.8889 -8.6443 1.7308  0.24
H: -3.0773 -3.0264 2.7464  -0.13
H: -1.9732 -3.9390 3.7091  0.28
H: -3.6490 -3.8610 4.2518  0.39
C: -4.6094 -0.1059 1.1198  -0.34
O: -5.8545 0.5504 1.2614  -0.31
P: -6.9096 0.0263 2.3613  1.07
O: -6.3285 -0.5866 3.5554  -0.60
O: -7.8121 1.3056 2.5547  -0.36
C: -7.4004 2.4063 3.3388  -0.61
O: -7.9058 -0.8905 1.4963  -0.41
C: -7.5967 -2.1919 1.0903  -0.35
H: -4.4910 -0.7451 0.2429  0.39
H: -4.3598 -0.7548 1.9648  -0.01
H: -3.7736 0.5954 1.1073  0.10
H: -6.8735 3.1156 2.6955  0.26
H: -6.7408 2.0898 4.1517  0.26
H: -8.2607 2.9024 3.7841  0.27
H: -6.5184 -2.3762 1.0628  0.06
H: -7.9649 -2.3827 0.0774  0.25
H: -8.0740 -2.9898 1.6668  0.27
C: 3.5938 -0.5684 -2.4284  -0.10
O: 3.3154 -1.9644 -2.5544  -0.40
P: 1.9330 -2.4706 -3.2028  0.33
O: 0.6986 -2.0419 -2.5111  -0.18
O: 2.1571 -1.9091 -4.6954  -0.26
C: 1.3486 -2.4385 -5.7850  -0.89
O: 2.1149 -4.0223 -3.3250  -0.36
C: 3.2949 -4.7405 -3.6760  -0.74
H: 3.0466 0.0258 -3.1637  0.28
H: 4.6547 -0.4511 -2.6383  0.23
H: 3.3420 -0.2384 -1.4214  -0.14
H: 0.4716 -2.9143 -5.3533  0.44
H: 1.9601 -3.1748 -6.3050  0.30
H: 1.0315 -1.6473 -6.4538  0.25
H: 3.4704 -5.4380 -2.8598  0.27
H: 4.1523 -4.0865 -3.8243  0.32
H: 3.1466 -5.3205 -4.5859  0.29
C: 0.7851 1.6928 4.2743  -0.44
O: -0.3260 1.0777 4.9319  -0.42
P: -1.4674 0.2401 4.2241  0.84
O: -1.2710 -1.1666 3.8983  -0.56
O: -2.5867 0.5223 5.3201  -0.48
C: -3.9191 0.1702 5.0296  -0.48
O: -1.8843 1.1234 2.9317  0.38
C: -2.2682 2.4840 3.0932  -0.92
H: 1.5785 0.9589 4.1583  0.34
H: 1.1187 2.4754 4.9555  0.27
H: 0.5830 2.1941 3.3287  0.08
H: -4.4774 -0.2238 5.8806  0.40
H: -4.0159 -0.7220 4.3943  0.01
H: -4.4997 0.9321 4.5118  0.23
H: -1.6666 3.2001 2.5298  0.11
H: -2.2604 2.7413 4.1527  0.42
H: -3.2772 2.6035 2.6891  0.29
Cl: 2.0877 -0.0811 0.7916  -0.14
C: 0.6297 0.0788 -0.1858  1.68
Cl: 0.6196 1.5968 -1.0771  -0.07
Cl: -0.8889 -0.1385 0.6970  0.16
H: 0.6675 -0.6243 -1.0142  -1.37

Atomic forces in eV per Å
-0.4 -0.6 1.0
0.5 0.1 -1.3
-0.7 2.1 0.4
-0.1 -0.7 0.0
1.0 0.0 0.7
0.8 -1.3 -1.4
-1.3 0.0 -0.1
-0.1 -1.2 -0.8
0.4 -0.1 -0.1
-0.1 0.3 -0.1
-0.1 0.1 -0.3
0.3 0.3 0.1
-0.2 0.0 0.9
-0.9 0.4 0.3
0.3 0.4 0.7
0.3 0.1 0.2
0.0 0.1 -0.3
0.2 -0.9 -0.2
-0.7 0.2 0.3
0.4 0.7 0.7
0.0 0.4 -0.1
0.6 -0.3 -0.3
0.3 1.3 -0.1
-0.2 -0.8 -0.8
-0.4 0.0 -0.1
0.0 -0.2 -0.1
0.1 0.2 -0.3
-0.5 0.3 0.4
0.2 -0.5 0.2
-0.4 -0.6 -0.1
-0.1 0.1 0.2
0.2 -0.1 -0.1
-0.1 0.0 0.1
0.2 0.3 0.2
-0.2 -0.6 0.3
-0.8 1.2 0.2
1.1 -0.2 0.2
0.1 -0.5 -1.4
0.4 -0.4 0.2
0.1 0.3 -0.1
0.0 0.4 1.0
-0.7 -1.2 -0.9
0.2 0.0 0.1
-0.1 0.2 -0.3
0.0 0.0 -0.2
0.1 0.2 0.2
0.0 0.1 0.0
-0.2 0.0 0.1
0.0 0.0 0.2
0.1 0.5 0.5
0.2 0.4 0.2
0.9 0.4 1.2
-1.2 -0.5 -0.7
-0.4 0.8 0.5
0.8 -0.5 0.2
0.0 0.2 0.1
-0.1 0.1 0.5
0.5 -0.6 -1.0
0.1 0.4 0.3
-0.2 -0.4 -0.2
0.0 0.6 -0.3
-0.3 -0.4 -0.1
0.4 0.0 -0.1
0.1 0.0 0.1
-0.2 0.1 -0.5
-0.4 0.0 0.1
0.0 -0.5 -0.1
0.0 0.3 -0.1
1.6 -0.7 0.5
-0.1 -0.2 0.5
-0.5 -0.4 -1.4
0.1 0.1 0.0
-0.5 -0.8 -0.3
0.7 0.4 0.3
-0.2 1.5 1.0
0.6 -1.5 -0.8
-0.7 0.2 -0.3
-0.4 0.0 0.2
-0.4 0.4 -0.2
0.0 0.0 0.1
0.0 0.0 -0.1
-0.2 -0.2 -0.2
-0.1 0.0 0.1
0.0 0.6 0.0
0.1 0.5 0.6
0.1 0.0 -0.3
-1.0 -0.8 -0.2
1.3 1.0 -0.7
0.7 -0.4 -0.4
-0.4 0.0 0.4
0.1 -0.5 0.7
-0.6 0.1 0.4
0.3 -0.2 0.1
-0.1 -0.1 0.0
-0.1 0.0 0.2
0.1 -0.1 -0.2
-0.2 0.0 -0.3
0.0 0.0 -0.1
0.1 0.2 0.2
0.2 0.1 0.0
0.0 0.1 0.2
-0.3 0.2 0.0
0.6 0.2 0.4
-0.5 -0.2 -0.3
-0.3 1.2 0.3
0.2 0.0 -0.4
0.2 0.3 0.1
-1.3 -1.8 -0.8
0.2 -0.4 0.5
-0.7 0.3 0.2
0.0 0.1 -0.2
0.1 -0.1 0.0
-0.4 -0.4 -0.1
0.4 0.8 0.5
0.6 0.3 -0.3
0.3 0.4 0.3
0.5 -0.4 0.0
-0.1 0.2 -0.1
-0.1 -0.1 0.2
-0.4 0.1 0.3
-0.3 -0.5 -0.8
0.1 0.8 0.1
0.8 0.0 -0.3
0.0 -0.5 0.5

- LUMO energy (eV) = 0.332
- SMILES string = COP(=O)(OC)OC.COP(=O)(OC)OC.COP(=O)(OC)OC.COP(=O)(OC)OC.COP(=O)(OC)OC.COP(=O)(OC)OC.COP(=O)(OC)OC.ClC(Cl)Cl
- electronic energy (hartree) = -6754.0330
- frontier orbital gap (eV) = 10.397
- ΔE to the lowest compared entry with this formula, charge and spin (eV) = 0.719

***

# 4
Below is 2 unconnected molecules or ions with the total composition C15H25ClF4N5O3 at a distorted geometry, with properties calculated with ωB97M-V with the def2-TZVPD basis set.

Last column: Mulliken charge in e.
Cartesian coordinates (Å):
O: -1.1785 2.1347 3.4575  -0.56
C: -1.1841 1.0769 2.6446  0.37
O: -2.4908 0.7798 1.9692  -0.47
C: 0.0521 0.0434 2.3565  -0.17
C: 1.4895 0.7442 1.9995  -0.45
C: 1.7264 1.0299 0.3828  -0.71
N: 0.4716 1.2847 -0.4003  0.18
C: -0.2050 0.2884 -1.3693  -0.57
C: 0.6010 -1.0774 -1.6656  -0.74
C: 0.3764 -2.3115 -0.6109  0.11
F: -1.0778 -2.4356 -0.2865  -0.35
C: -0.3063 2.4457 -0.3501  0.13
N: -1.6086 2.7489 -1.1212  -0.51
C: -2.1696 4.1095 -0.7754  0.32
Cl: -3.6722 5.0365 -1.3369  -0.03
N: -1.1182 4.5401 0.2540  -0.49
N: -0.0765 3.6547 0.4822  0.91
C: 0.9152 4.0794 1.4872  -0.54
C: 1.3227 5.6992 1.3595  -0.95
C: 1.6718 6.1601 -0.1741  0.91
F: 2.8142 7.1490 -0.1832  -0.27
F: 2.0858 5.0648 -1.0825  -0.23
F: 0.4882 6.9389 -0.6872  -0.26
H: -2.7633 1.5452 1.3833  0.32
H: 0.2242 -0.5603 3.3721  0.47
H: -0.3281 -0.7450 1.5803  -0.06
H: 2.3245 -0.0397 2.3386  0.41
H: 1.6451 1.6794 2.6815  0.21
H: 2.3846 0.1164 0.0158  0.39
H: 2.4408 1.9660 0.1786  0.34
H: -1.3251 0.0705 -1.0622  0.33
H: -0.2720 0.8825 -2.4033  0.42
H: 1.7569 -0.8344 -1.8399  0.30
H: 0.2292 -1.4854 -2.7249  0.39
H: 0.7059 -3.3382 -1.1150  0.16
H: 1.0589 -2.1961 0.3564  0.13
H: -1.3549 5.4758 0.6507  0.23
H: 0.4057 4.0031 2.5649  0.22
H: 1.9298 3.5278 1.5697  0.32
H: 0.4280 6.3401 1.7709  0.36
H: 2.2434 5.9323 2.0800  0.42
C: -1.0699 -6.2305 -0.0565  -1.30
C: -0.0254 -6.2131 -1.1404  0.78
O: 1.0461 -5.6246 -1.0083  -0.70
N: -0.2960 -6.8786 -2.3004  -0.16
C: -1.4825 -7.6227 -2.6482  -0.80
H: -0.7113 -5.6595 0.8031  0.27
H: -1.9921 -5.7688 -0.4187  0.36
H: -1.2581 -7.2584 0.2647  0.44
H: 0.4531 -6.8213 -2.9801  0.24
H: -1.1860 -8.6509 -2.8681  0.28
H: -1.9138 -7.1737 -3.5457  0.28
H: -2.2251 -7.6219 -1.8486  0.32

Atomic forces in eV per Å
0.7 -6.4 -5.2
-1.7 4.8 2.7
3.3 0.9 0.3
-0.7 -0.5 0.9
0.2 -0.6 0.4
1.7 0.6 0.9
-2.6 1.3 -0.6
-0.6 -0.4 -2.0
0.0 -0.4 -0.7
0.7 -0.5 -0.6
3.1 0.5 -0.4
-1.8 3.6 0.8
0.4 2.4 1.7
6.7 -4.4 2.6
3.5 -2.1 1.3
-5.2 0.7 -3.3
-1.0 -2.0 -2.2
1.0 2.0 2.8
0.0 -0.3 0.0
1.1 2.0 -0.6
-3.9 -3.4 -0.1
-1.8 3.6 2.8
3.8 -2.8 1.0
0.5 -0.9 1.3
-0.5 1.5 -2.1
0.8 1.7 1.3
-1.8 1.8 -0.8
-0.4 -1.7 -1.4
-2.1 1.9 0.2
-1.5 -2.0 0.7
2.5 0.4 -0.3
0.1 -1.4 2.3
-2.5 -0.7 0.6
0.6 1.1 2.4
-0.9 2.2 1.1
-2.0 -0.1 -1.7
1.5 -1.2 0.3
1.1 0.0 -2.3
-2.3 0.5 -0.9
1.9 -1.1 -1.1
-1.9 -0.7 -1.9
0.0 0.1 0.2
0.5 0.0 -0.5
-0.3 0.1 0.0
0.3 0.5 0.7
0.2 -0.1 -0.4
0.0 -0.1 -0.3
0.0 -0.2 0.1
-0.2 0.1 -0.1
-0.2 -0.1 0.2
-0.3 0.0 0.0
-0.2 -0.2 0.1
0.2 0.1 -0.1

- LUMO energy (eV) = -3.997
- net charge = +1
- electronic energy (hartree) = -1945.1309
- frontier orbital gap (eV) = 7.314

***

# 5
Below is a molecular structure, C6H12F6O4PReS3Se, with properties calculated with ωB97M-V with the def2-TZVPD basis set.

Last column: Mulliken charge in e.
Cartesian coordinates (Å):
Re: 0.5070 0.1430 -0.7246  1.45
C: -1.2330 -2.0980 0.9906  -0.79
C: -0.9171 -1.1615 2.1426  -0.59
S: 0.4827 -0.0504 1.7539  0.03
C: -0.1350 1.6207 2.1516  -0.81
C: -1.3771 2.0582 1.3946  -0.57
S: -1.2064 1.9022 -0.4268  0.06
C: -2.7764 1.1564 -0.9114  -0.77
C: -2.9861 -0.1975 -0.2585  -0.66
S: -1.5490 -1.2537 -0.5880  0.26
H: -2.1090 -2.7129 1.2055  0.57
H: -0.4046 -2.7715 0.7655  0.36
H: -0.6195 -1.7488 3.0119  0.53
H: -1.7664 -0.5484 2.4391  0.39
H: 0.7194 2.2643 1.9345  0.43
H: -0.3065 1.6652 3.2279  0.55
H: -1.5605 3.1153 1.5914  0.52
H: -2.2650 1.5119 1.7055  0.37
H: -2.7267 1.0838 -1.9998  0.45
H: -3.5829 1.8487 -0.6673  0.49
H: -3.8437 -0.7055 -0.7030  0.53
H: -3.1553 -0.1336 0.8135  0.42
F: 1.5021 1.6448 -0.4577  -0.50
P: 4.4531 0.2108 -0.8806  1.12
F: 5.9261 -0.0418 -1.2143  -0.18
F: 4.7238 1.7530 -0.7621  -0.32
F: 3.3890 0.4661 -1.9977  -0.17
F: 4.1657 -1.3438 -0.9658  -0.33
F: 3.8029 0.2212 0.5432  -0.15
O: 2.4585 -1.7952 -3.5175  -0.44
Se: 1.0340 -1.7400 -2.8644  1.30
O: -0.1754 -2.7064 -3.1467  -0.49
O: 0.3820 -0.0710 -2.6180  -0.50
O: 1.1494 -1.5856 -0.9672  -0.56

Atomic forces in eV per Å
-0.5 0.2 -0.6
0.0 0.0 0.0
0.0 0.0 0.0
-0.1 0.0 0.1
0.0 0.0 0.0
0.0 0.0 0.0
-0.1 0.2 0.1
0.0 -0.1 0.0
0.0 0.0 -0.1
0.0 -0.1 0.1
0.0 0.0 0.0
0.0 0.0 0.0
0.0 0.0 0.0
0.0 0.0 0.0
0.0 0.0 0.0
0.0 0.0 0.0
0.0 0.0 0.0
0.0 0.0 0.0
0.0 0.0 0.0
0.0 0.0 0.0
0.0 0.0 0.0
0.0 0.0 0.0
0.4 -0.4 0.1
0.0 0.0 0.0
0.0 0.0 0.1
0.0 0.0 0.0
0.1 0.0 0.0
0.0 0.0 0.0
0.1 0.0 0.0
0.0 0.1 0.0
0.2 0.2 0.6
-0.1 0.0 0.0
-0.2 -0.1 0.0
0.3 0.1 -0.3

- LUMO energy (spin up / spin down) (eV) = -10.081 / -10.118
- net charge = +2
- electronic energy (hartree) = -5151.0524
- frontier orbital gap (spin up / spin down) (eV) = 7.387 / 7.352

***

- Which value of electronic energy does entry 1 give?
  -324.4917 hartree

***

- Look up the electronic energy of the fourth one.
  -1945.1309 hartree